110
Properties=species:S:1:pos:R:3:forces:R:3 method="wB97M-V/def2-TZVPD" charge=0 total_energy_ha=-2685.17297 homo_lumo_gap_ev=7.72 e_lumo_ev=-0.40 multiplicity=1
C 4.036781 -0.917439 -0.020116 -0.13 -0.15 0.06
O 2.867981 -0.718165 -0.798476 0.28 0.10 -0.14
C 2.809229 0.593873 -1.380838 -0.66 -0.05 -0.01
C 1.375060 0.944822 -1.750747 0.49 -0.08 0.61
C 0.650975 1.410332 -0.499300 -0.53 -0.16 -0.09
C -0.823593 1.778356 -0.692929 0.73 0.47 0.69
C -1.554670 1.826620 0.655487 -0.91 -0.38 -0.93
C -3.081135 1.524158 0.547533 1.62 -0.53 0.66
C -3.216354 0.001134 0.590939 -0.68 0.37 0.31
C -4.684694 -0.391392 0.525749 -0.07 0.24 -0.27
C -5.336910 -0.372350 -0.869216 0.17 -0.54 -0.09
C -4.387593 -0.572794 -2.056804 0.01 -0.25 0.80
P -3.676278 -2.287818 -2.168023 -0.25 -0.65 -1.40
H 3.742025 -1.210453 0.988602 0.02 -0.09 0.06
H 4.662952 -1.696214 -0.460008 0.01 -0.14 -0.03
H 4.650217 -0.020439 0.057860 -0.06 0.18 -0.05
H 3.456112 0.665046 -2.255242 0.20 -0.07 0.01
H 3.093231 1.311103 -0.615691 0.45 0.14 0.01
H 1.437026 1.746850 -2.479831 -0.26 0.00 -0.30
H 0.879622 0.065961 -2.159518 -0.05 0.03 -0.37
H 0.691176 0.618798 0.252787 0.17 -0.19 0.05
H 1.179596 2.265952 -0.082761 0.09 0.15 0.09
H -1.286027 1.063034 -1.367391 -0.23 -0.07 -0.12
H -0.840013 2.775498 -1.123028 -0.31 -0.02 -0.49
H -1.154059 1.009506 1.248515 0.09 0.02 0.38
H -1.352698 2.746032 1.197579 0.15 0.21 0.01
H -3.536108 1.876945 1.467924 -0.49 0.33 -0.13
H -3.558170 1.959881 -0.326478 -0.06 0.11 -0.11
H -2.578396 -0.504889 -0.128628 -0.04 -0.08 -0.21
H -2.855289 -0.299611 1.571334 0.16 -0.16 0.10
H -5.195534 0.361726 1.118035 -0.23 -0.05 0.30
H -4.846734 -1.337894 1.034425 0.06 -0.27 -0.14
H -5.918950 0.532347 -1.036998 0.09 0.24 0.07
H -6.053047 -1.188235 -0.914235 -0.28 -0.01 -0.02
H -3.578623 0.150016 -2.015721 0.13 0.14 -0.17
H -4.963108 -0.419284 -2.961200 0.09 0.04 -0.29
H -2.278225 -2.129152 -2.025558 -0.13 0.22 0.42
H -4.001759 -2.963626 -0.986632 0.25 0.52 0.40
O -5.808841 2.055203 2.860929 -0.15 0.05 0.04
H -5.818713 2.930704 3.268463 0.22 0.00 0.04
H -6.724477 1.754083 2.920356 -0.05 0.04 -0.06
O 0.787876 2.281895 2.622833 0.33 0.02 0.21
H 0.199713 1.688223 3.104171 -0.02 0.11 0.00
H 1.496041 1.705862 2.311755 -0.15 -0.10 -0.08
O 3.811424 3.366799 2.130743 -0.08 -0.01 -0.28
H 2.869628 3.240737 2.298070 0.00 0.15 0.14
H 3.866694 4.264074 1.782614 0.01 -0.02 0.15
O 6.327592 -2.084854 2.361783 -0.09 0.03 -0.11
H 5.802663 -2.512330 1.675539 0.03 -0.02 0.07
H 6.328060 -1.150187 2.122957 0.10 -0.05 0.05
O -8.992579 1.916848 2.760559 -0.07 -0.02 -0.06
H -9.315399 2.616100 2.181474 0.08 -0.02 0.03
H -9.588151 1.176567 2.600310 0.08 0.02 0.04
O 4.313613 3.313781 -1.688538 0.06 0.17 0.12
H 4.847242 2.511891 -1.702845 0.00 0.08 -0.13
H 4.397740 3.639842 -0.784920 -0.02 -0.04 -0.02
O 0.632559 -2.935486 -1.097912 0.03 -0.01 -0.09
H 1.485795 -2.511919 -1.262934 -0.05 0.15 0.09
H 0.097532 -2.234759 -0.704297 -0.03 -0.07 -0.02
O -0.409637 -4.388000 -3.676155 -0.10 -0.12 0.13
H 0.391038 -4.581611 -4.173130 -0.03 0.01 0.06
H -0.124603 -3.900788 -2.889337 0.08 0.06 0.03
O 3.561766 5.592731 -3.720856 0.08 -0.06 0.22
H 3.119363 6.280351 -3.205953 0.02 0.07 -0.13
H 3.902925 4.980282 -3.056440 0.03 -0.11 0.04
O 2.914438 3.699617 -5.874187 0.17 -0.13 0.03
H 3.726900 3.534156 -6.363023 -0.09 0.01 0.02
H 3.188635 4.239160 -5.117445 -0.17 0.21 -0.08
O -2.272686 -3.076449 1.097214 -0.11 0.03 -0.24
H -2.853286 -3.686623 1.567301 0.05 0.14 0.21
H -1.589204 -3.647571 0.727292 0.06 -0.03 0.24
O -0.090303 -4.725644 2.006375 0.25 -0.14 0.01
H 0.695091 -4.923133 1.482809 -0.09 -0.02 -0.01
H 0.238255 -4.237679 2.768995 -0.10 0.04 -0.08
O -5.436760 -4.867137 -4.376104 0.03 -0.15 0.07
H -4.648751 -5.069212 -4.891857 -0.06 0.05 0.03
H -5.098719 -4.363184 -3.624792 0.07 0.22 -0.05
O -2.712938 4.502928 -0.776826 -0.01 0.11 0.09
H -3.470907 4.104375 -1.218484 0.04 0.10 -0.01
H -2.579397 3.937497 -0.008555 -0.11 -0.08 -0.06
O -0.935243 5.495804 2.274344 -0.02 -0.21 0.07
H -1.237963 5.128189 1.436014 0.04 0.17 -0.02
H -0.393700 4.796173 2.659913 0.00 0.02 -0.06
O -3.590107 -4.432167 3.675569 0.06 -0.17 0.01
H -3.105477 -5.264962 3.636762 -0.02 0.05 -0.02
H -3.462952 -4.122367 4.578687 -0.03 0.07 -0.10
O -4.662790 4.671520 4.240844 -0.01 0.11 0.02
H -3.795499 5.022339 4.004714 -0.05 -0.08 -0.07
H -5.124853 5.417302 4.638677 0.02 -0.06 -0.02
O 4.128480 -1.318715 -3.723704 0.05 -0.12 0.09
H 4.074524 -1.306863 -2.761497 -0.13 -0.04 -0.03
H 3.802443 -2.190913 -3.971119 0.03 0.08 -0.05
O 9.197198 -2.762300 2.438112 -0.07 -0.16 0.02
H 9.491452 -3.524626 1.924073 0.07 0.02 0.08
H 8.231730 -2.782773 2.373326 -0.01 0.14 0.00
O 9.728322 -5.892116 2.222336 0.05 0.03 0.14
H 10.247963 -6.702992 2.200757 -0.03 0.07 -0.08
H 9.796744 -5.586612 3.134611 -0.04 0.02 -0.05
O 3.299296 8.208721 -1.929941 0.04 0.04 0.04
H 4.137185 8.637193 -2.136742 -0.05 -0.07 -0.04
H 2.757030 8.903288 -1.540658 -0.02 -0.09 -0.04
O -6.518449 -3.566608 -1.127669 -0.14 -0.18 0.13
H -6.550351 -3.577593 -0.164048 0.03 0.02 -0.06
H -6.872603 -4.424376 -1.390199 0.02 0.07 -0.08
O 8.796867 -0.627840 4.963795 -0.12 -0.09 -0.06
H 9.086490 -1.387532 4.442539 0.07 0.03 -0.10
H 7.835961 -0.656107 4.907366 0.08 -0.01 0.05
O -1.245380 -7.192568 -2.461218 -0.14 0.04 0.08
H -2.186781 -7.318479 -2.302633 0.08 -0.02 -0.03
H -1.170759 -6.277426 -2.762346 0.12 0.11 -0.14